No. 1
The following is a DFT calculation (ωB97M-V/def2-TZVPD) of a structure of composition C20H15BrN4V at a distorted geometry.

Charge   +3
Spin multiplicity   3
Kohn-Sham gap (alpha / beta)   6.56 / 6.98 eV
Lowest unoccupied orbital energy (alpha / beta)   -11.99 / -11.57 eV
Total energy   -4507.182763 a.u.
⟨S²⟩   2.02

Atoms and positions in Å:
V (0.001, -0.380, -1.138)
C (4.216, -0.982, -1.304)
C (4.624, -0.684, 0.004)
C (3.624, -0.653, 0.992)
C (2.275, -0.783, 0.626)
N (1.931, -1.000, -0.686)
C (2.894, -1.153, -1.668)
C (1.137, -0.753, 1.504)
C (1.169, -0.544, 2.884)
C (-0.058, -0.632, 3.566)
C (-1.248, -0.874, 2.900)
C (-1.204, -0.919, 1.507)
N (-0.023, -0.783, 0.827)
C (-2.282, -1.169, 0.536)
C (-3.642, -1.251, 0.829)
C (-4.602, -1.478, -0.159)
C (-4.093, -1.509, -1.454)
C (-2.749, -1.271, -1.736)
N (-1.825, -1.144, -0.757)
H (4.930, -1.091, -2.125)
H (5.684, -0.597, 0.165)
H (3.878, -0.441, 2.033)
H (2.590, -1.586, -2.603)
H (2.089, -0.290, 3.450)
H (-0.123, -0.483, 4.680)
H (-2.189, -0.978, 3.491)
H (-4.074, -1.131, 1.849)
H (-5.652, -1.680, 0.085)
H (-4.797, -1.622, -2.312)
H (-2.374, -1.357, -2.758)
Br (3.030, 3.193, -1.613)
C (1.176, 2.837, -1.407)
C (0.288, 3.680, -0.728)
C (-1.024, 3.231, -0.540)
C (-1.414, 2.017, -0.996)
N (-0.565, 1.269, -1.754)
C (0.702, 1.705, -2.070)
H (0.691, 4.625, -0.376)
H (-1.759, 3.850, -0.061)
H (-2.418, 1.634, -0.769)
H (1.186, 1.178, -2.917)

No. 2
The following is a DFT calculation (ωB97M-V/def2-TZVPD) of a cluster of 2 separate species, C3H3ClIN in total.

Energy above the lowest of the compared OMol25 structures with the same formula, charge and spin   89.74 kcal/mol
Kohn-Sham gap (alpha / beta)   8.04 / 8.20 eV
Lowest unoccupied orbital energy (alpha / beta)   -1.77 / -0.99 eV
Total energy   -928.589984 a.u.

Atoms and positions in Å:
C (0.819, 1.824, -0.182)
C (-0.247, -0.307, 0.582)
C (0.812, 0.426, -0.158)
N (0.800, 2.974, -0.149)
Cl (2.285, -0.396, -0.428)
I (-2.245, 0.079, -0.122)
H (-0.094, -1.382, 0.527)
H (-0.256, 0.011, 1.627)
H (-0.077, 0.822, -2.361)

No. 3
The following is a DFT calculation (ωB97M-V/def2-TZVPD) of the ion C8H18N with charge +1 at a distorted geometry.

Energy above the lowest of the compared OMol25 structures with the same formula, charge and spin   60.34 kcal/mol
Charge   +1
Kohn-Sham gap   11.78 eV
Lowest unoccupied orbital energy   -2.56 eV
Total energy   -370.043212 a.u.
SMILES   C=CC(C)(C)[N+](C)(C)C

Atoms and positions in Å:
C (-2.430, -0.439, 1.237)
C (-1.657, -0.520, 0.258)
C (-0.540, 0.441, -0.306)
C (-0.799, 0.743, -1.809)
C (-0.534, 1.771, 0.502)
N (0.814, -0.428, -0.028)
C (1.097, -1.610, -0.903)
C (1.963, 0.532, -0.222)
C (0.865, -0.874, 1.412)
H (-3.142, -1.208, 1.496)
H (-2.563, 0.461, 1.816)
H (-1.640, -1.281, -0.453)
H (0.013, 1.424, -2.104)
H (-1.768, 1.227, -1.934)
H (-0.740, -0.226, -2.444)
H (-0.153, 2.602, -0.070)
H (-0.107, 1.871, 1.563)
H (-1.623, 1.924, 0.521)
H (0.264, -2.175, -1.201)
H (1.807, -1.264, -1.775)
H (1.744, -2.257, -0.272)
H (1.982, 1.065, -1.144)
H (1.744, 1.319, 0.536)
H (2.912, 0.080, 0.115)
H (0.358, -1.851, 1.379)
H (1.846, -1.090, 1.692)
H (0.291, -0.235, 2.139)